A.
An isolated molecule of C4H10NOP. Source: OMol25; level of theory: wB97M-V/def2-TZVPD.

Calculated values
Spin multiplicity: 1
Total charge: 0
LUMO energy (spin up / spin down) in eV: -0.264 / -0.265

Each line ends with the Löwdin charge.
Atoms and positions in Å:
N 0.716 -0.901 0.567  -0.140
C 1.220 0.222 -0.234  -0.297
H 0.458 1.342 1.335  0.068
H 0.243 -2.248 -1.149  0.104
H 1.217 2.366 0.152  0.105
H -1.025 1.775 -1.404  0.110
H 0.939 0.070 -1.215  0.077
H 2.255 0.244 -0.033  0.104
H -1.538 2.171 0.333  0.065
P -1.597 -0.023 0.356  0.835
C -0.912 1.526 -0.315  -0.300
H 1.588 -2.874 -0.105  0.091
C 0.546 1.520 0.303  -0.226
H -0.058 -2.694 0.512  0.030
C 0.674 -2.208 -0.052  -0.217
H -2.194 0.478 1.467  0.003
O -2.534 -0.767 -0.518  -0.412

B.
An isolated molecule of C4H10NOP. Source: OMol25; level of theory: wB97M-V/def2-TZVPD.

Calculated values
Spin multiplicity: 1
Total charge: 0
LUMO energy (spin up / spin down) in eV: 0.232 / 0.232

Each line ends with the Löwdin charge.
Atoms and positions in Å:
C -2.317 -1.398 0.308  -0.325
H 1.063 -0.679 -0.881  0.064
P -1.877 0.368 -0.061  0.634
C 0.722 1.010 1.014  -0.173
H -0.633 0.186 2.171  0.123
H -1.612 -2.184 -0.279  0.080
H -3.228 -1.685 -0.330  0.045
H 1.417 1.353 1.808  0.140
H -2.428 -1.767 1.280  -0.027
H 2.215 -0.079 -1.913  0.076
H 1.960 2.105 -0.398  0.099
O -1.433 0.260 -1.447  -0.508
N -0.370 0.419 1.197  -0.056
H 0.574 1.362 -1.017  0.069
C 1.933 -0.029 -0.886  -0.079
C 1.350 1.251 -0.304  -0.225
H 2.663 -0.493 -0.262  0.065

C.
An isolated molecule of C4H10NOP. Source: OMol25; level of theory: wB97M-V/def2-TZVPD.

Calculated values
Spin multiplicity: 1
Total charge: 0
LUMO energy (spin up / spin down) in eV: -0.566 / -0.433

Each line ends with the Löwdin charge.
Atoms and positions in Å:
H 0.160 0.351 2.801  0.051
C 0.065 -0.750 -1.307  -0.316
H -1.639 -0.768 0.031  0.085
H 2.493 1.436 -0.374  -0.005
C -0.641 -1.081 0.012  -0.350
H -1.316 0.632 1.843  0.101
H -0.750 -0.995 -2.123  0.136
C -0.577 -0.153 2.234  -0.175
H 1.032 0.763 -2.528  0.097
P 1.163 1.373 -0.013  0.793
H -0.540 1.156 -1.756  0.103
O 0.794 2.687 0.339  -0.392
H -1.092 -0.892 2.786  0.064
H 0.947 -1.509 -1.467  0.137
H -0.725 -2.201 -0.002  0.131
C 0.456 0.655 -1.586  -0.345
N 0.172 -0.703 1.113  -0.114

D.
A cluster of 2 separate species, C4H10NOP in total. Source: OMol25; level of theory: wB97M-V/def2-TZVPD.

Calculated values
Spin multiplicity: 1
SMILES: C/C=C/O.C=NP
Total charge: 0
LUMO energy in eV: 0.814

Each line ends with the Löwdin charge.
Atoms and positions in Å:
H 0.263 -1.765 -0.312  -0.129
N 1.174 0.166 -0.754  -0.417
H 1.899 1.258 -2.296  0.058
H -0.686 0.456 -0.695  0.094
H -0.818 1.339 2.200  0.069
O -2.426 -1.667 0.085  -0.001
P 1.275 -1.154 0.328  0.830
H -2.256 -0.890 1.800  0.142
H 2.442 -1.701 -0.539  -0.048
C -1.877 -0.646 0.781  -0.272
C -1.150 0.341 0.326  -0.311
H -0.934 2.362 0.601  0.093
C 2.095 0.567 -1.509  -0.132
H 3.110 0.211 -1.476  0.045
H 0.580 1.406 1.098  0.070
H -2.095 -1.712 -0.780  0.060
C -0.596 1.430 1.142  -0.151

What should be chosen as the least stable of them? Choose D.

A.
A cluster of 2 separate species, C2H6N4 in total. Source: OMol25; level of theory: wB97M-V/def2-TZVPD.

Calculated values
Spin multiplicity: 1
Total charge: 0
LUMO energy in eV: 1.120

Each line ends with the Löwdin charge.
Atoms and positions in Å:
N 2.054 0.777 -0.088  -0.091
H -2.755 0.098 1.531  0.017
H 0.532 1.518 -0.772  0.148
H 3.644 0.059 0.662  0.051
C -2.758 0.652 -0.666  -0.023
N 2.694 -0.160 0.653  0.004
H -0.051 -1.113 0.184  0.042
N 0.774 0.671 -0.256  -0.216
C -2.674 0.474 0.532  -0.032
N -0.127 -0.224 -0.318  0.023
H 2.399 -1.136 0.447  0.087
H -2.969 0.907 -1.637  -0.010

B.
An isolated molecule of C2H6N4. Source: OMol25; level of theory: wB97M-V/def2-TZVPD.

Calculated values
Spin multiplicity: 1
SMILES: C=NN/C=N/N
Total charge: 0
LUMO energy in eV: 1.091

Each line ends with the Löwdin charge.
Atoms and positions in Å:
N 2.941 -0.319 0.025  -0.041
C -2.844 0.016 0.148  -0.071
N 1.686 0.489 0.123  -0.058
H 3.500 -0.086 -0.781  0.050
H 3.442 -0.023 0.832  0.035
H -0.743 1.323 -0.275  0.125
N -1.704 -0.561 -0.058  -0.043
N -0.616 0.315 -0.352  -0.053
H 0.542 -1.411 -0.115  0.138
C 0.641 -0.268 -0.069  -0.228
H -3.075 1.117 0.330  0.083
H -3.770 -0.593 0.192  0.063

What should be chosen as the least stable of them? Choose A.

A.
A cluster of 2 separate species, C2H6N4 in total. Source: OMol25; level of theory: wB97M-V/def2-TZVPD.

Calculated values
Spin multiplicity: 1
Total charge: 0
LUMO energy in eV: 0.847

Each line ends with the Löwdin charge.
Atoms and positions in Å:
H -2.839 -0.140 0.536  0.065
H 0.975 0.933 -2.145  0.118
N 0.776 0.755 -0.184  -0.172
H -0.124 -1.716 0.683  0.026
H 1.621 -2.053 1.139  0.071
N 1.044 1.436 -1.240  0.034
N -1.169 0.659 -0.375  0.045
H -1.335 -0.486 1.346  0.005
C 0.895 -1.461 0.575  -0.039
C -1.752 0.132 0.616  -0.184
H 0.582 2.277 -1.151  0.061
N 1.326 -0.336 0.200  -0.030

B.
An isolated molecule of C2H6N4. Source: OMol25; level of theory: wB97M-V/def2-TZVPD.

Calculated values
Spin multiplicity: 1
SMILES: [H]/N=C\N/C(N)=N\[H]
Total charge: 0
LUMO energy in eV: 0.763

Each line ends with the Löwdin charge.
Atoms and positions in Å:
H -0.959 1.779 0.871  0.108
N 0.315 -0.464 0.327  0.058
H -2.191 1.482 -0.237  0.111
H -1.621 -1.873 -0.388  0.040
N 2.613 -0.005 -0.107  0.066
H 0.525 -1.463 0.487  0.155
N -1.213 1.247 0.026  0.087
N -1.982 -0.925 -0.187  0.098
C -0.995 -0.124 0.066  -0.583
H 1.033 1.175 -0.757  0.126
H 2.814 -0.917 0.375  0.054
C 1.373 0.266 -0.193  -0.321

What should be chosen as the least stable of them? Choose A.

A.
A cluster of 2 separate species, C9H16N2O2 in total. Source: OMol25; level of theory: wB97M-V/def2-TZVPD.

Calculated values
Spin multiplicity: 1
SMILES: O=c1cc[nH]c(=O)[nH]1.CC(C)(C)C
Total charge: 0
LUMO energy in eV: 0.186

Each line ends with the Löwdin charge.
Atoms and positions in Å:
C -2.821 1.178 0.382  -0.086
C 2.638 1.272 -0.669  -0.368
H 3.519 2.355 0.969  0.061
H -3.299 1.042 1.320  0.076
C 3.540 0.213 1.292  -0.099
C 3.435 1.412 0.654  0.060
C -1.540 0.131 -1.372  -0.106
H -3.496 -1.315 0.976  0.059
H -2.543 -0.064 -1.987  0.103
C -3.173 -1.269 -0.029  -0.030
H -2.697 -2.227 -0.310  0.094
N 2.362 -0.052 -1.059  0.163
C 2.790 -1.252 -0.496  -0.462
O 2.866 -2.348 -1.178  -0.003
C -2.120 -0.097 -0.026  -0.744
H -2.101 2.021 0.503  0.104
O 2.131 2.223 -1.357  -0.004
H -1.283 -0.787 1.891  0.126
H 3.629 0.037 2.401  0.145
H -3.600 1.615 -0.022  0.027
H -0.165 -1.045 0.424  0.086
C -0.929 -0.275 0.865  -0.102
N 3.374 -1.016 0.721  0.081
H -0.232 0.581 0.896  0.077
H 1.882 -0.070 -2.008  0.191
H -3.894 -0.938 -0.739  0.066
H -0.749 -0.747 -1.618  0.118
H 3.794 -1.937 1.121  0.214
H -1.318 1.360 -1.543  0.154

B.
A cluster of 2 separate species, C9H16N2O2 in total. Source: OMol25; level of theory: wB97M-V/def2-TZVPD.

Calculated values
Spin multiplicity: 1
SMILES: O=c1cc[nH]c(=O)[nH]1.CCCCC
Total charge: 0
LUMO energy in eV: 0.264

Each line ends with the Löwdin charge.
Atoms and positions in Å:
H -0.614 -1.861 1.107  0.127
H -3.156 -1.261 0.502  0.050
H -1.627 0.564 -2.882  0.088
H 0.878 -0.229 2.859  0.152
H -0.283 -0.695 0.054  -0.006
C -1.588 -0.006 1.562  -0.177
C -0.773 0.582 -2.341  -0.081
C 0.970 -0.502 1.673  -0.268
H 0.438 -0.703 -3.706  0.129
H -2.318 -0.160 -0.571  0.016
H -1.368 1.120 1.706  0.113
H 2.333 1.697 -0.553  0.262
C 2.214 -1.477 1.468  -0.101
N 1.463 1.105 -0.977  0.159
H 1.926 -2.565 1.311  0.074
C -0.324 -0.805 1.004  -0.255
N -0.703 1.410 -1.295  0.078
C 0.455 1.836 -0.585  -0.540
H 3.167 -1.452 2.159  0.101
O 2.732 -0.395 -2.113  0.041
H -1.905 -0.207 2.588  0.090
H -1.511 2.084 -1.000  0.214
O 0.387 2.928 0.046  0.037
H 1.220 0.506 1.171  0.083
H 2.468 -1.204 0.403  0.042
C -2.707 -0.281 0.431  -0.114
H -3.773 0.177 0.448  0.091
C 0.396 -0.208 -2.674  0.051
C 1.604 0.003 -1.794  -0.455

C.
A cluster of 2 separate species, C9H16N2O2 in total. Source: OMol25; level of theory: wB97M-V/def2-TZVPD.

Calculated values
Spin multiplicity: 1
SMILES: O=c1cc[nH]c(=O)[nH]1.CC(C)(C)C
Total charge: 0
LUMO energy in eV: 0.311

Each line ends with the Löwdin charge.
Atoms and positions in Å:
H -3.105 -2.697 0.322  0.116
O -0.959 -1.483 -0.687  -0.008
H -5.215 0.954 0.453  0.163
N -2.204 0.409 -0.520  0.206
H 3.428 1.273 1.490  0.120
H 2.747 -1.784 -0.668  0.078
H -5.196 -1.461 0.796  0.127
C -4.321 -0.971 0.390  -0.057
N -4.390 0.406 0.224  0.118
H 1.845 2.002 1.066  0.049
H 0.331 0.477 -0.592  0.061
H 3.922 0.857 -1.168  0.104
C -3.331 1.184 -0.203  -0.488
H 0.477 -1.267 -0.933  0.135
H 0.601 -0.566 0.904  0.116
H 4.266 -0.766 -0.205  0.071
H 1.746 0.971 2.311  0.132
C 0.942 -0.358 -0.188  -0.136
C 2.308 1.056 1.230  -0.128
H 3.022 -1.516 1.219  0.121
H 2.419 1.995 -0.907  0.058
C -3.177 -1.634 0.151  0.018
H 2.294 0.482 -1.998  0.129
H -1.449 0.951 -0.973  0.162
C 3.243 -1.133 0.111  -0.043
C -1.999 -0.959 -0.368  -0.431
C 2.768 1.008 -1.046  -0.095
C 2.321 0.171 0.077  -0.781
O -3.333 2.398 -0.288  0.082

What should be chosen as the least stable of them? Choose B.